Entry from the Open Molecules 2025 dataset: a molecular structure, C53H49N4O4TeTi in a non-equilibrium geometry (ωB97M-V/def2-TZVPD).

Geometry as XYZ:
```
112
Properties=species:S:1:pos:R:3:lowdin_charge:R:1
C -5.717 4.638 -2.351 -0.104
H -4.089 -0.697 -3.869 0.097
H -0.243 -2.327 2.575 0.071
O 0.839 1.884 -0.532 -0.143
C 0.780 -6.966 1.114 -0.091
C 1.932 0.205 0.513 -0.492
H -0.575 2.349 1.531 0.124
H -4.862 4.544 0.917 0.094
H -0.540 -5.752 2.282 0.105
C 0.022 -5.834 1.365 -0.068
H -5.462 6.145 -0.849 0.097
H -1.420 0.882 2.090 0.101
H -5.890 2.919 -3.619 0.101
C -0.735 5.671 -0.727 -0.277
C -5.048 2.824 -0.346 -0.531
C 0.710 -4.882 -0.740 -0.218
C 1.488 -7.055 -0.074 -0.059
C 1.849 -2.419 2.148 -0.197
H -3.653 -3.842 -2.900 0.075
C 1.094 4.225 -0.008 -0.066
H 6.002 5.937 2.755 0.097
H -0.595 -1.934 -2.798 0.135
H 0.530 -0.748 2.374 0.068
C 1.469 -6.032 -1.007 -0.223
H 6.147 7.738 1.067 0.095
H 2.817 -7.092 -2.289 0.075
N -0.420 -1.646 -1.832 0.094
C 2.297 4.017 0.812 -0.284
C -1.483 1.732 1.390 -0.332
H -0.584 7.811 -0.649 0.067
C -0.978 3.287 -0.873 -0.128
H -4.472 -2.472 1.440 0.094
O 2.353 3.063 1.582 0.096
H 3.092 -3.271 -0.901 0.111
H -2.728 2.836 2.776 0.043
C -1.972 1.797 -4.711 -0.110
C -5.093 4.185 -0.078 -0.167
C -1.510 -1.262 0.264 -0.171
H 4.090 -0.560 -1.698 0.077
C 2.900 -2.887 2.911 -0.039
C 3.640 0.297 -1.190 -0.065
H -2.230 7.191 -0.431 0.069
C -1.661 1.996 -1.003 -0.258
C -5.428 5.087 -1.072 -0.112
H 4.810 -3.861 2.959 0.094
C 3.379 5.032 0.793 -0.130
C 5.393 6.965 0.977 -0.100
C 4.520 6.959 -0.102 -0.092
H 4.614 7.714 -0.871 0.097
C 3.534 5.997 -0.206 -0.040
C -2.700 -3.332 -2.766 -0.044
H 4.204 0.540 -0.282 0.088
H 0.817 -7.774 1.830 0.095
H 3.623 1.164 -1.861 0.089
H -2.587 -2.609 -3.576 0.061
O 2.315 -0.048 -0.817 -0.215
C -3.702 -2.864 -0.511 -0.073
C -1.502 4.548 -1.034 0.011
O 2.748 0.457 1.360 0.033
C -2.978 0.478 -2.482 -0.070
C 2.264 -6.156 -2.276 -0.047
C 0.544 -2.490 -1.200 -0.306
C -2.705 2.566 1.724 -0.429
C 0.665 -1.761 2.786 -0.020
C -3.654 -2.300 0.750 -0.122
H 2.875 -2.747 3.984 0.108
H -3.392 0.000 -1.604 0.092
H 4.907 -4.141 0.504 0.097
N -1.634 1.168 0.059 -0.164
C 3.998 -3.513 2.338 -0.085
C -5.364 2.379 -1.621 -0.152
C 3.020 -3.206 0.177 -0.017
C -1.291 7.047 -0.968 -0.065
C 1.902 -2.579 0.746 -0.234
C 4.302 5.013 1.845 -0.013
H 1.047 6.347 0.222 0.109
H -2.566 -1.118 2.142 0.082
C -2.663 -2.668 -1.416 -0.244
H -0.637 -3.938 0.629 0.114
H -3.158 0.430 -5.866 0.082
H 2.982 -5.340 -2.363 0.074
C -0.024 -4.808 0.448 -0.002
C -2.864 0.743 -4.874 -0.125
C -1.617 -1.846 -1.006 -0.284
H -4.543 -3.483 -0.796 0.097
N 0.910 -2.035 -0.034 0.070
H 1.616 -6.139 -3.155 0.079
Te -4.466 1.442 1.181 1.310
H -0.886 3.018 -3.338 0.114
H -2.523 4.671 -1.369 0.118
H -1.906 -4.077 -2.847 0.067
H -5.338 1.322 -1.837 0.081
C 0.516 5.487 -0.164 -0.014
C 4.050 -3.671 0.965 -0.085
C -3.368 0.101 -3.747 -0.117
C -1.587 2.200 -3.455 -0.023
H 0.803 -1.701 3.864 0.081
Ti 0.064 0.026 -0.237 0.978
H 0.947 -3.992 -2.583 0.139
C 5.295 5.966 1.936 -0.090
H 2.881 5.988 -1.066 0.111
H 4.210 4.232 2.586 0.118
H -1.576 2.308 -5.579 0.092
C -5.682 3.280 -2.621 -0.085
H -2.708 3.468 1.120 0.034
C -2.071 1.544 -2.299 -0.153
H 2.081 -7.939 -0.272 0.104
C 0.369 3.086 -0.450 -0.276
N 0.639 -3.818 -1.637 0.149
C -2.567 -1.522 1.134 -0.172
H -5.974 5.344 -3.129 0.094
H -1.494 7.185 -2.032 0.074
```

The calculation puts the HOMO-LUMO gap (alpha / beta) at 4.555 / 6.481 eV. Its LUMO energy (alpha / beta) is 2.064 / 2.060 eV. As for the spin multiplicity: 3. As for the expectation value of S²: 2.027. Its total charge is -1.